Record 1
ORCA calculation (wB97M-V/def2-TZVPD) on a molecular structure, C16H43ClMnO6Si2 at a distorted geometry.

```
69
C16H43ClMnO6Si2 | the OMol25 dataset | wB97M-V/def2-TZVPD
O 1.23 3.64 0.62
O -0.20 5.04 -0.62
C 1.05 4.12 1.99
C 2.04 3.55 2.94
H 0.03 3.89 2.31
H 1.08 5.22 1.98
H 1.99 2.45 3.00
H 1.83 3.92 3.97
H 3.08 3.82 2.73
C 2.45 4.22 -0.01
C 2.73 5.67 0.14
H 2.38 3.93 -1.06
H 3.28 3.64 0.43
H 1.90 6.32 -0.16
H 3.59 5.95 -0.51
H 3.03 5.96 1.16
C -0.21 4.81 -2.07
C -1.23 5.80 0.08
C 0.61 5.82 -2.75
H -1.26 4.80 -2.38
H 0.19 3.81 -2.23
H 0.28 6.86 -2.59
H 0.57 5.65 -3.84
H 1.67 5.77 -2.47
C -1.10 7.23 -0.24
H -1.08 5.61 1.15
H -2.19 5.38 -0.20
H -0.09 7.63 -0.08
H -1.78 7.82 0.41
H -1.40 7.46 -1.27
H 0.23 4.20 -0.05
Mn -0.01 0.03 -0.01
C -1.37 1.49 0.47
Si -3.19 1.57 0.67
H -0.73 1.25 1.38
H -0.87 1.73 -0.51
C -3.60 2.76 2.06
C -4.12 0.02 1.18
C -4.05 2.14 -0.90
C 2.08 0.30 0.33
Si 3.19 0.20 -1.16
H 1.92 -0.78 0.62
H 2.65 0.68 1.21
C 4.76 1.18 -0.90
C 2.32 0.85 -2.68
C 3.73 -1.57 -1.45
H -3.50 2.96 -1.39
H -5.07 2.50 -0.70
H -4.13 1.32 -1.63
H -2.96 2.56 2.94
H -4.64 2.66 2.38
H -3.45 3.81 1.77
H -3.59 -0.55 1.96
H -4.31 -0.63 0.33
H -5.11 0.28 1.60
H 2.74 1.81 -3.00
H 1.26 1.01 -2.48
H 2.41 0.15 -3.52
H 4.40 -1.64 -2.32
H 2.88 -2.23 -1.64
H 4.28 -1.97 -0.58
H 5.54 0.88 -1.62
H 5.17 1.01 0.11
H 4.61 2.26 -1.03
O -1.33 -3.37 0.30
Cl -0.05 -2.66 0.61
O 1.10 -3.39 1.20
O 0.46 -1.73 -0.79
O -0.38 -1.20 1.50
```

Output
Orbital gap (alpha / beta) ... 0.2103 / 0.2582 Ha
Expectation value of S² ... 6.481
Lowest unoccupied orbital energy (alpha / beta) ... -4.65 / -3.89 eV
Molecular weight ... 478.1 g/mol
Energy above the lowest of the compared OMol25 structures with the same formula, charge and spin ... 89.73 kcal per mole
Highest occupied orbital energy (alpha / beta) ... -10.3716 / -10.9143 eV
2S+1 ... 5
Calculated total energy ... -89154.06727 eV
Total charge ... +1

Table of natural (NBO) atomic charges, one value per atom, all in e: O -0.54; O -0.54; C -0.09; C -0.65; H 0.22; H 0.18; H 0.23; H 0.25; H 0.22; C -0.09; C -0.67; H 0.20; H 0.21; H 0.22; H 0.25; H 0.23; C -0.07; C -0.06; C -0.65; H 0.21; H 0.21; H 0.23; H 0.25; H 0.22; C -0.65; H 0.21; H 0.21; H 0.22; H 0.25; H 0.22; H 0.55; Mn 1.38; C -1.44; Si 1.65; H 0.23; H 0.20; C -1.11; C -1.12; C -1.11; C -1.01; Si 1.61; H 0.23; H 0.24; C -1.11; C -1.12; C -1.12; H 0.21; H 0.25; H 0.24; H 0.23; H 0.24; H 0.21; H 0.24; H 0.24; H 0.24; H 0.24; H 0.21; H 0.26; H 0.25; H 0.25; H 0.25; H 0.26; H 0.24; H 0.22; O -0.61; Cl 2.14; O -0.62; O -0.80; O -0.79

Record 2
ORCA calculation (wB97M-V/def2-TZVPD) on 5 unconnected molecules or ions with the total composition C16H43FNO19P5 at a distorted geometry.

```
85
C16H43FNO19P5 | the OMol25 dataset | wB97M-V/def2-TZVPD
N 1.67 -0.64 -0.12
P 1.75 0.09 1.46
O 2.58 1.46 1.17
C 3.03 -1.01 2.24
C 4.40 -0.44 2.70
C 4.94 -1.74 3.26
F 6.02 -1.59 4.10
O 3.86 -2.28 4.00
C 2.68 -1.70 3.56
O 1.68 -1.75 4.19
H 1.32 -1.59 0.04
H 2.62 -0.77 -0.48
H 3.28 1.40 0.50
H 3.26 -1.85 1.57
H 5.01 0.07 1.96
H 4.24 0.18 3.59
H 5.25 -2.44 2.47
C -3.62 2.92 -2.14
O -3.54 1.64 -1.49
P -2.77 0.44 -2.17
O -2.80 -0.76 -1.34
O -1.34 1.01 -2.54
C -0.47 1.41 -1.47
O -3.36 0.31 -3.63
C -4.52 -0.52 -3.85
H -3.37 3.68 -1.42
H -2.94 2.98 -2.99
H -4.64 3.07 -2.50
H -0.83 1.03 -0.51
H -0.43 2.50 -1.44
H 0.51 1.01 -1.66
H -5.22 0.05 -4.46
H -4.98 -0.82 -2.92
H -4.21 -1.41 -4.40
C 7.99 3.78 7.42
O 7.54 3.04 6.27
P 6.00 2.71 6.09
O 5.77 1.96 4.86
O 5.24 4.09 6.24
C 5.46 5.08 5.23
O 5.53 2.02 7.43
C 5.64 0.59 7.55
H 8.66 4.56 7.07
H 7.15 4.23 7.95
H 8.52 3.11 8.08
H 5.93 4.65 4.34
H 6.10 5.87 5.64
H 4.50 5.50 4.96
H 6.10 0.38 8.51
H 6.25 0.17 6.75
H 4.65 0.16 7.51
C -4.90 -1.66 0.96
O -5.01 -2.53 2.10
P -6.33 -3.37 2.33
O -6.23 -4.21 3.53
O -6.61 -4.12 0.96
C -5.67 -5.11 0.55
O -7.53 -2.34 2.29
C -7.92 -1.70 3.51
H -3.94 -1.84 0.47
H -5.70 -1.84 0.24
H -4.95 -0.63 1.29
H -5.02 -5.41 1.37
H -5.07 -4.72 -0.27
H -6.23 -5.98 0.21
H -8.02 -0.64 3.30
H -7.18 -1.85 4.29
H -8.87 -2.10 3.83
C 0.74 -1.52 -8.99
O -0.65 -1.51 -8.63
P -1.28 -0.24 -7.91
O -2.70 -0.43 -7.65
O -0.87 1.00 -8.81
C -1.44 1.07 -10.12
O -0.35 0.06 -6.67
C -0.67 -0.60 -5.42
H 0.82 -1.87 -10.02
H 1.18 -0.53 -8.91
H 1.27 -2.21 -8.33
H -2.29 0.40 -10.23
H -0.68 0.83 -10.86
H -1.78 2.10 -10.28
H 0.26 -1.01 -5.02
H -1.38 -1.41 -5.58
H -1.09 0.12 -4.73
```

Output
Orbital gap ... 0.3516 Ha
Lowest unoccupied orbital energy ... 0.27 eV
Molecular weight ... 727.4 g/mol
Highest occupied orbital energy ... -9.3028 eV
Structure (SMILES) ... NP(O)[C@H]1C[C@@H](F)OC1=O.COP(=O)(OC)OC.COP(=O)(OC)OC.COP(=O)(OC)OC.COP(=O)(OC)OC
Calculated total energy ... -106853.70923 eV
Total charge ... 0

Table of Löwdin atomic charges, one value per atom, all in e: N -0.19; P 0.86; O -0.31; C -0.34; C -0.08; C -0.35; F 0.05; O 0.08; C -0.49; O 0.15; H 0.04; H 0.04; H 0.06; H 0.12; H 0.13; H 0.13; H 0.16; C -0.09; O -0.21; P 0.33; O -0.22; O -0.24; C -0.08; O -0.22; C -0.06; H 0.09; H 0.09; H 0.09; H 0.08; H 0.09; H 0.06; H 0.09; H 0.08; H 0.09; C -0.09; O -0.21; P 0.32; O -0.22; O -0.21; C -0.08; O -0.21; C -0.07; H 0.09; H 0.09; H 0.09; H 0.09; H 0.09; H 0.09; H 0.09; H 0.08; H 0.09; C -0.08; O -0.21; P 0.32; O -0.22; O -0.22; C -0.08; O -0.21; C -0.08; H 0.06; H 0.08; H 0.09; H 0.09; H 0.09; H 0.09; H 0.09; H 0.08; H 0.09; C -0.09; O -0.21; P 0.32; O -0.22; O -0.22; C -0.08; O -0.21; C -0.07; H 0.09; H 0.09; H 0.09; H 0.09; H 0.09; H 0.09; H 0.09; H 0.09; H 0.06

Record 3
ORCA calculation (wB97M-V/def2-TZVPD) on 9 unconnected molecules or ions with the total composition C16H43FO8P at a distorted geometry.

```
69
C16H43FO8P | the OMol25 dataset | wB97M-V/def2-TZVPD
C -1.40 0.29 1.89
C 0.04 0.48 1.43
F 0.68 -0.72 1.23
P 0.19 1.54 -0.08
C 0.97 0.73 -1.45
C 2.08 -0.09 -1.27
C 2.68 -0.66 -2.38
C 2.17 -0.41 -3.66
C 1.07 0.41 -3.84
C 0.46 0.98 -2.73
H -2.07 0.23 1.03
H -1.43 -0.60 2.50
H -1.68 1.12 2.53
H 0.56 1.01 2.22
H -1.10 1.96 -0.42
H 0.93 2.68 0.25
H 2.48 -0.27 -0.28
H 3.55 -1.29 -2.28
H 2.67 -0.85 -4.50
H 0.68 0.59 -4.83
H -0.39 1.63 -2.88
C -2.27 -0.04 -5.16
O -1.62 0.99 -5.91
H -1.52 -0.49 -4.51
H -3.07 0.38 -4.55
H -2.67 -0.81 -5.82
H -2.28 1.39 -6.49
C 1.74 5.27 1.19
O 1.08 4.77 0.02
H 1.67 4.51 1.97
H 2.79 5.48 0.98
H 1.25 6.17 1.55
H 1.15 5.44 -0.67
C 1.15 -4.25 -2.64
O -0.19 -3.82 -2.38
H 1.11 -5.20 -3.16
H 1.67 -3.52 -3.27
H 1.70 -4.38 -1.70
H -0.14 -2.98 -1.91
C 0.68 6.96 4.79
O 0.08 5.95 3.97
H 1.73 6.71 4.91
H 0.60 7.94 4.31
H 0.20 7.00 5.77
H -0.85 6.17 3.87
C -2.55 -2.34 5.09
O -2.39 -0.93 4.87
H -2.41 -2.83 4.13
H -1.80 -2.71 5.79
H -3.54 -2.57 5.46
H -2.51 -0.49 5.72
C 1.11 -7.57 -5.16
O 1.34 -6.17 -5.34
H 2.04 -8.02 -4.83
H 0.34 -7.75 -4.41
H 0.81 -8.04 -6.10
H 0.52 -5.78 -5.64
C -3.38 3.21 3.97
O -3.16 4.61 3.91
H -2.44 2.74 4.27
H -4.15 2.96 4.70
H -3.67 2.82 2.99
H -3.98 5.03 3.65
C 2.22 -4.44 1.60
O 2.38 -3.04 1.39
H 3.22 -4.88 1.65
H 1.70 -4.64 2.53
H 1.68 -4.90 0.77
H 1.51 -2.65 1.35
```

Output
Orbital gap ... 0.3345 Ha
Lowest unoccupied orbital energy ... -2.86 eV
Molecular weight ... 413.5 g/mol
Highest occupied orbital energy ... -11.9591 eV
Calculated total energy ... -45665.11097 eV
Total charge ... +1

Table of natural (NBO) atomic charges, one value per atom, all in e: C -0.65; C -0.05; F -0.34; P 1.00; C -0.34; C -0.20; C -0.18; C -0.16; C -0.20; C -0.20; H 0.21; H 0.27; H 0.24; H 0.21; H 0.05; H 0.09; H 0.24; H 0.24; H 0.24; H 0.26; H 0.23; C -0.25; O -0.74; H 0.18; H 0.16; H 0.18; H 0.48; C -0.25; O -0.77; H 0.18; H 0.17; H 0.19; H 0.48; C -0.25; O -0.73; H 0.21; H 0.15; H 0.16; H 0.45; C -0.25; O -0.74; H 0.18; H 0.16; H 0.17; H 0.48; C -0.25; O -0.74; H 0.18; H 0.17; H 0.17; H 0.47; C -0.25; O -0.73; H 0.19; H 0.16; H 0.17; H 0.46; C -0.25; O -0.73; H 0.18; H 0.18; H 0.15; H 0.47; C -0.25; O -0.73; H 0.19; H 0.17; H 0.16; H 0.46